No. 1
# C39H51AsF7N5O4P2PbS4

C39H51AsF7N5O4P2PbS4 as an isolated structure (the ωB97M-V functional and the def2-TZVPD basis, the OMol25 dataset).

HOMO level (alpha / beta): -9.50 / -9.51 eV
E_LUMO (alpha / beta): -3.3 / -4.3 eV
relative energy (zero: lowest compared OMol25 entry of this formula, charge and spin): 12.8 kcal/mol

Geometry as ORCA input:
```
! RIJCOSX wB97M-V def2-TZVPD def2/J DEFGRID3
* xyz 1 2
Pb -0.452 0.393 -0.279
C -2.733 -4.083 -1.473
C -2.441 -2.607 -1.583
O -1.363 -2.134 -1.210
N -3.431 -1.852 -2.093
C -3.369 -0.400 -2.235
C -3.913 0.343 -1.031
C -5.274 0.578 -0.913
C -5.744 1.282 0.181
C -4.839 1.733 1.126
C -3.497 1.453 0.943
N -3.044 0.765 -0.110
H -1.797 -4.625 -1.362
H -3.267 -4.457 -2.346
H -3.353 -4.260 -0.592
H -4.279 -2.318 -2.367
H -3.944 -0.118 -3.115
H -2.341 -0.106 -2.431
H -5.949 0.240 -1.690
H -6.801 1.491 0.285
H -5.156 2.303 1.987
H -2.752 1.793 1.654
F 6.107 -2.031 2.187
C 5.143 -1.403 2.900
C 3.971 -1.025 2.311
C 3.000 -0.389 3.090
C 1.726 0.001 2.455
O 1.462 -0.429 1.327
C 0.874 0.831 3.260
C 1.161 0.981 4.578
N 2.252 0.475 5.202
C 2.430 0.685 6.619
C 1.257 0.457 7.518
C 2.401 -0.513 7.524
C 3.231 -0.153 4.451
C 4.448 -0.549 5.025
C 5.404 -1.169 4.253
N 6.647 -1.576 4.843
C 6.775 -3.028 4.976
C 8.150 -3.332 5.588
N 8.611 -2.094 6.301
C 8.934 -0.997 5.316
C 7.848 -1.013 4.232
C -0.369 1.536 2.756
O -1.214 1.870 3.573
O -0.405 1.781 1.493
H 3.779 -1.210 1.260
H 0.468 1.535 5.197
H 3.106 1.497 6.866
H 0.333 0.132 7.062
H 1.139 1.129 8.355
H 2.234 -1.472 7.052
H 3.070 -0.524 8.374
H 4.657 -0.368 6.069
H 6.696 -3.552 4.017
H 5.975 -3.384 5.625
H 8.905 -3.549 4.834
H 8.118 -4.154 6.298
H 9.410 -2.285 6.903
H 7.838 -1.763 6.880
H 9.928 -1.195 4.920
H 8.946 -0.066 5.877
H 8.180 -1.581 3.356
H 7.651 0.005 3.906
S 0.999 -3.257 3.650
As -1.152 -3.260 2.269
S -1.929 -1.392 2.195
S 1.857 -3.896 1.965
S 0.519 -3.397 0.546
C 1.916 2.460 -4.206
C 2.446 1.122 -3.687
C 1.469 0.027 -4.137
C 3.824 0.838 -4.285
P 2.395 1.088 -1.806
C 3.480 -0.362 -1.476
C 2.828 -1.593 -1.390
C 3.532 -2.779 -1.230
C 4.914 -2.755 -1.122
C 5.581 -1.539 -1.187
C 4.873 -0.361 -1.372
C 3.198 2.619 -1.065
C 3.571 2.275 0.383
C 4.401 3.242 -1.779
C 2.081 3.674 -0.993
H 1.789 2.386 -5.290
H 2.604 3.283 -4.014
H 0.947 2.710 -3.782
H 1.444 -0.001 -5.230
H 0.455 0.239 -3.788
H 1.768 -0.962 -3.787
H 3.754 0.901 -5.375
H 4.181 -0.162 -4.032
H 4.572 1.562 -3.962
H 1.746 -1.626 -1.450
H 2.999 -3.722 -1.196
H 5.469 -3.677 -0.997
H 6.662 -1.508 -1.114
H 5.422 0.564 -1.452
H 4.401 1.572 0.453
H 2.715 1.854 0.914
H 3.858 3.197 0.899
H 5.256 2.575 -1.861
H 4.725 4.118 -1.209
H 4.146 3.586 -2.780
H 1.229 3.320 -0.407
H 1.703 3.963 -1.970
H 2.471 4.571 -0.503
F -0.972 2.174 -1.954
P -1.898 3.307 -2.846
F -2.284 3.999 -1.456
F -2.749 4.340 -3.696
F -0.577 4.216 -2.949
F -1.445 2.493 -4.164
F -3.170 2.315 -2.698
*
```



No. 2
# C39H51ClF3NO21S

A 6-piece molecular cluster, C39H51ClF3NO21S overall in a non-equilibrium geometry (the ωB97M-V functional and the def2-TZVPD basis, the OMol25 dataset).

HOMO level: -8.78 eV
SMILES: CNCC1=C(Cl)C(=O)c2c(C[C@H](O)C(F)(F)F)cc(CCCCS(=O)(=O)O)cc2C1=O.C[C@@H]1COC(=O)O1.C[C@@H]1COC(=O)O1.C[C@@H]1COC(=O)O1.C[C@@H]1COC(=O)O1.C[C@@H]1COC(=O)O1
E_LUMO: -1.0 eV

Geometry as ORCA input:
```
! RIJCOSX wB97M-V def2-TZVPD def2/J DEFGRID3
* xyz 0 1
C 1.516 -2.931 8.359
N 1.810 -4.328 7.935
C 2.765 -4.394 6.794
C 1.961 -4.037 5.448
C 2.299 -2.929 4.604
Cl 3.703 -1.796 4.995
C 1.451 -2.581 3.271
O 2.001 -2.190 2.218
C -0.135 -2.833 3.421
C -1.210 -1.956 2.745
C -0.852 -0.728 1.789
C -0.882 0.651 2.614
O -0.823 1.791 1.703
C 0.291 0.801 3.695
F 0.331 2.146 4.208
F 0.050 -0.019 4.850
F 1.584 0.527 3.198
C -2.714 -2.288 3.013
C -3.095 -3.484 3.947
C -4.620 -3.871 4.320
C -5.691 -3.511 3.169
C -6.535 -2.162 3.506
C -7.870 -2.442 4.357
S -7.860 -1.673 6.050
O -6.516 -1.788 6.725
O -8.877 -2.384 6.903
O -8.263 -0.038 6.032
C -1.995 -4.394 4.611
C -0.513 -4.058 4.338
C 0.677 -4.917 5.011
O 0.628 -6.168 5.152
H 0.944 -2.320 7.556
H 2.464 -2.347 8.661
H 0.819 -2.936 9.281
H 0.915 -4.792 7.725
H 3.180 -5.466 6.685
H 3.605 -3.655 7.014
H 0.171 -0.802 1.284
H -1.650 -0.726 0.952
H -1.907 0.692 3.142
H -1.180 2.537 2.247
H -3.550 -1.662 2.531
H -4.878 -3.199 5.228
H -4.673 -4.969 4.640
H -5.129 -3.429 2.168
H -6.450 -4.387 3.151
H -5.826 -1.491 4.105
H -6.799 -1.687 2.493
H -8.789 -2.026 3.803
H -7.986 -3.587 4.421
H -8.278 0.230 5.079
H -2.316 -5.248 5.294
C -6.960 -2.713 -3.228
C -6.865 -2.877 -1.727
C -7.580 -1.811 -0.951
O -6.861 -1.806 0.280
C -5.598 -2.230 -0.005
O -4.671 -2.178 0.757
O -5.522 -2.718 -1.275
H -6.281 -3.406 -3.730
H -7.977 -2.900 -3.579
H -6.663 -1.706 -3.535
H -7.199 -3.880 -1.437
H -8.632 -2.045 -0.785
H -7.500 -0.816 -1.399
C 4.185 -1.050 0.393
C 4.251 -1.303 -1.096
C 3.436 -2.477 -1.551
O 4.117 -2.872 -2.740
C 5.417 -2.490 -2.588
O 6.311 -2.821 -3.314
O 5.566 -1.686 -1.496
H 4.928 -0.304 0.686
H 3.196 -0.694 0.686
H 4.411 -1.957 0.960
H 3.988 -0.391 -1.644
H 2.400 -2.211 -1.767
H 3.452 -3.318 -0.851
C 3.919 4.290 -3.983
C 4.697 3.823 -2.772
C 5.452 2.543 -2.987
O 5.539 2.023 -1.660
C 4.464 2.507 -0.981
O 4.122 2.130 0.106
O 3.821 3.472 -1.701
H 3.259 5.115 -3.714
H 4.589 4.620 -4.776
H 3.280 3.492 -4.374
H 5.355 4.624 -2.418
H 6.440 2.705 -3.405
H 4.914 1.818 -3.606
C 0.147 8.994 -3.481
C 0.472 8.192 -4.722
C -0.375 6.965 -4.894
O 0.473 6.125 -5.672
C 1.753 6.486 -5.378
O 2.726 5.872 -5.711
O 1.782 7.637 -4.647
H 0.904 9.766 -3.317
H -0.831 9.473 -3.568
H 0.148 8.361 -2.589
H 0.431 8.838 -5.607
H -1.309 7.169 -5.421
H -0.597 6.453 -3.953
C 5.574 2.702 -9.816
C 5.888 2.122 -8.455
C 4.676 1.716 -7.670
O 5.142 1.819 -6.328
C 6.126 2.760 -6.329
O 6.615 3.232 -5.342
O 6.476 3.101 -7.602
H 6.471 3.138 -10.261
H 5.184 1.935 -10.489
H 4.838 3.508 -9.742
H 6.600 1.294 -8.555
H 4.353 0.698 -7.892
H 3.828 2.397 -7.793
*
```